C38H51BrFIN3O3 | ωB97M-V/def2-TZVPD

Properties
Total charge = +1
Highest occupied orbital energy = -10.56 eV
Kohn-Sham gap = 7.59 eV

Geometry as XYZ:
```
98
Properties=species:S:1:pos:R:3:forces:R:3:lowdin_charge:R:1
I 3.581028 -1.179851 -0.903529 -0.04 -0.08 0.56 1.16
Br -2.154467 0.995135 -0.056555 -0.10 -0.08 -0.02 0.91
F 2.390335 -2.589926 1.677149 -0.18 0.10 -0.09 0.00
O -2.240598 -0.990720 -3.090045 -0.57 0.15 0.47 -0.14
O -3.100698 -2.194608 -4.663421 -0.33 0.28 -0.37 0.15
O 6.628334 -5.370704 -1.754222 -0.33 0.00 0.11 -0.05
N 0.760307 -2.017433 0.110374 -0.29 -0.33 0.25 0.02
N -2.081433 -1.875993 -4.255408 0.48 -0.52 0.14 0.01
N 0.024760 0.395603 -2.429292 -0.42 0.10 0.09 0.11
C 1.042697 -2.376726 1.546840 0.53 -0.48 0.77 -0.30
C -5.847229 1.978255 3.428451 0.00 0.00 0.01 -0.08
C 7.324392 -0.758285 -2.718679 -0.01 0.02 -0.01 -0.11
C -0.734500 4.643261 -6.310972 0.01 0.00 0.00 -0.09
C 9.576233 -1.430167 -3.220385 0.01 -0.02 0.00 -0.09
C -8.460748 5.085169 8.448582 -0.01 0.00 0.00 -0.09
C -6.531653 1.483594 4.529985 -0.03 0.00 0.00 -0.09
C 8.706351 0.626060 -4.112872 0.00 0.00 0.00 -0.09
C -7.806984 5.981977 7.615456 0.00 0.00 0.00 -0.09
C 0.284407 -3.619002 1.999933 -0.14 0.22 0.04 0.03
C 0.702927 2.812548 -6.915519 0.03 -0.01 -0.01 -0.09
C -6.090454 0.328736 5.160809 0.00 0.01 0.01 -0.09
C -6.899755 3.367036 7.825189 -0.01 -0.01 0.00 -0.11
C 0.215861 -0.672923 -0.249663 -0.72 1.37 -0.56 -0.25
C 1.775626 -2.346106 -0.960142 -0.28 0.32 -1.66 -0.70
C 0.045315 1.997850 -6.004977 -0.01 -0.01 0.05 -0.11
C 3.100693 -4.292525 -2.021896 -0.26 -0.34 0.37 -0.21
C -0.749040 -0.047895 0.782278 0.62 -0.33 0.33 -0.60
C 4.375267 -4.726516 -1.276323 0.11 -0.13 -0.43 -0.19
C 0.977518 -1.820233 -2.210336 0.23 -0.56 0.18 -0.13
C 8.363365 -1.668873 -2.590794 -0.02 0.01 -0.01 -0.10
C -0.177980 -0.866260 -1.742700 1.16 -0.49 -0.53 -0.44
C 1.980950 -3.854600 -1.061316 0.41 0.17 0.51 -0.20
C 7.494464 0.389273 -3.480039 -0.02 0.01 0.00 -0.09
C -4.961054 -0.329715 4.695020 0.03 -0.02 0.00 -0.09
C -8.009415 3.776582 8.551221 0.00 -0.01 0.00 -0.09
C 0.310530 4.134441 -7.069992 -0.01 0.00 0.01 -0.09
C -1.001506 2.506608 -5.248720 0.01 -0.05 0.04 -0.11
C -0.760306 1.540247 2.816994 0.67 -0.15 0.26 -0.10
C -4.275281 0.168016 3.596014 -0.02 0.00 -0.01 -0.11
C -1.390634 3.829796 -5.398436 0.00 0.01 0.01 -0.09
C 5.662565 -4.352925 -2.003554 0.19 -0.30 0.30 -0.27
C -4.718927 1.319657 2.961030 0.03 0.01 -0.01 -0.11
C -1.552848 -1.551580 -1.992384 0.32 -0.09 0.03 -0.20
C -6.244288 4.264868 6.994043 0.03 -0.01 -0.03 -0.11
C -6.699431 5.571411 6.886352 0.00 0.00 0.00 -0.10
C 0.047757 0.886889 1.701898 -0.41 0.55 -0.14 -0.30
C 9.747456 -0.281810 -3.980253 0.00 0.00 -0.01 -0.08
H 1.641944 -1.353860 -2.929215 0.04 0.27 0.15 0.09
H -2.198186 -1.497195 -1.116289 -0.17 0.21 -0.08 0.09
H 4.370797 -5.813948 -1.203618 0.01 -0.04 0.12 0.12
H -6.627832 -0.058629 6.016590 0.00 0.00 0.01 0.10
H 0.907586 0.366970 2.127718 0.04 -0.10 -0.03 0.11
H 0.424969 0.263351 -3.347503 0.01 -0.05 -0.06 0.08
H 0.806431 -1.546904 2.202100 -0.10 0.28 -0.36 0.13
H 6.683816 1.099672 -3.580855 0.00 0.00 0.00 0.10
H -0.127645 -3.435728 2.989325 0.04 -0.06 0.07 0.10
H -2.204466 4.226654 -4.805805 -0.01 0.00 -0.01 0.10
H -9.322664 5.406263 9.018644 -0.01 0.00 0.00 0.10
H -0.559174 -3.868439 1.356259 0.00 -0.05 -0.09 0.10
H 0.614500 -2.708799 -2.726645 -0.35 0.07 -0.01 0.12
H -1.170671 0.792200 3.493946 -0.31 0.04 -0.03 0.07
H -1.521527 1.868872 -4.543287 -0.05 0.00 -0.03 0.08
H 8.839628 1.518841 -4.709247 0.00 0.01 0.00 0.10
H -6.193947 2.877081 2.935521 0.00 0.01 0.00 0.11
H 6.376597 -0.939943 -2.225000 0.02 -0.04 -0.01 0.03
H 8.230356 -2.565351 -1.998623 0.02 0.00 0.03 0.08
H 2.714019 -5.160444 -2.553976 0.09 0.03 -0.21 0.12
H 0.458155 1.677760 1.069081 0.11 -0.06 -0.08 0.12
H -7.408173 1.999995 4.898503 0.00 0.01 0.01 0.11
H 0.001198 -2.653555 -0.153921 -0.03 -0.08 0.16 0.16
H -3.392103 -0.344621 3.231925 -0.01 -0.01 -0.01 0.08
H -6.544332 2.347421 7.907288 0.01 0.00 0.00 0.10
H -1.038105 5.674609 -6.431752 0.00 0.01 0.00 0.10
H -0.857608 0.867917 -2.575050 -0.01 0.18 0.10 0.04
H 10.388011 -2.138224 -3.118795 0.01 0.00 0.00 0.10
H 1.021170 0.051598 -0.355274 0.42 -0.36 0.30 0.10
H 0.819036 4.768962 -7.783605 0.01 0.00 0.00 0.10
H 0.348544 0.963365 -5.889386 -0.01 -0.01 -0.04 0.09
H -4.184582 1.702878 2.101144 -0.01 0.01 0.00 0.06
H -0.077528 2.144168 3.414969 -0.01 0.05 0.03 0.08
H 1.518825 2.417263 -7.506313 0.00 0.00 -0.01 0.10
H 3.309794 -3.537349 -2.777532 -0.03 0.16 0.01 0.09
H -1.524400 2.211892 2.443416 -0.23 -0.14 -0.03 0.05
H -4.617034 -1.229559 5.188868 -0.01 0.00 0.01 0.10
H 6.031315 -3.402849 -1.613795 -0.05 0.19 -0.25 0.08
H 0.959399 -4.466628 2.068538 0.05 -0.07 -0.14 0.10
H -5.378178 3.944158 6.428599 0.00 -0.01 -0.01 0.10
H 10.693880 -0.094139 -4.469480 0.00 0.00 -0.01 0.11
H 2.205443 -4.240155 -0.067404 0.05 -0.14 0.00 0.10
H -8.160665 7.001498 7.534351 0.00 0.01 0.00 0.10
H -8.522281 3.076464 9.197906 0.00 0.00 0.01 0.10
H 7.490225 -4.966583 -1.677094 0.31 0.04 -0.05 0.07
H -6.190957 6.270470 6.234879 0.01 0.01 0.01 0.10
H 4.408191 -4.342047 -0.257671 -0.05 0.09 0.05 0.10
H 5.495758 -4.278650 -3.080415 -0.05 0.14 -0.06 0.12
H -1.403370 -2.618379 -2.184313 0.06 -0.06 0.00 0.11
H -1.232696 -0.821815 1.382835 -0.30 0.03 -0.10 0.10
H 1.032605 -4.302977 -1.370436 -0.15 0.11 0.01 0.13
```
Positions in Å, forces in eV/Å.

C38H51BrNP3Sn | ωB97M-V/def2-TZVPD

Properties
Total charge = +2
Highest occupied orbital energy (spin up / spin down) = -11.24 / -11.25 eV
Kohn-Sham gap (spin up / spin down) = 5.77 / 5.78 eV

Geometry as XYZ:
```
95
Properties=species:S:1:pos:R:3:forces:R:3:lowdin_charge:R:1
Sn -0.653968 -0.544983 -4.239673 0.39 2.25 -0.63 1.21
Br 0.448943 -0.908215 0.866971 1.65 -1.51 -0.40 0.74
P -2.035910 -2.374428 -3.055840 -1.59 -3.08 0.97 0.80
P 2.535796 -1.591032 0.414715 -1.31 0.34 0.13 0.70
P -0.705558 1.912594 3.126547 0.27 -0.74 -0.35 1.03
N -0.717074 5.437044 -5.911885 -0.10 0.36 -0.22 0.06
C -0.761856 1.636787 -4.045383 0.34 -1.09 -0.22 -0.30
C 3.801749 -4.102980 0.540835 0.34 -0.17 -0.17 -0.11
C 0.979277 1.795507 3.757811 0.33 0.20 0.27 -0.31
C -0.702322 2.927705 -4.703794 -0.09 0.95 -0.34 -0.25
C 3.601571 1.628898 4.725441 -0.17 -0.07 -0.09 -0.05
C -2.458954 -2.432963 -1.244068 -0.37 -0.33 0.10 -0.45
C -0.665121 1.556730 1.360063 -0.79 2.12 0.21 -0.48
C -1.881473 1.013780 5.426092 -0.06 -0.01 -0.20 -0.07
C 1.444187 0.598649 4.329014 -0.03 0.09 -0.11 -0.09
C -3.410758 -0.848726 5.619419 0.12 0.20 -0.08 -0.04
C -3.459941 -1.013833 -3.374351 1.18 1.13 0.02 -0.41
C 2.702460 -0.184636 -2.005462 -0.08 0.29 -0.13 -0.11
C 3.141518 2.818524 4.159112 -0.03 0.07 -0.09 -0.05
C -0.261154 -4.630920 -2.581933 -0.33 0.10 -0.04 -0.14
C -1.958667 1.244171 -0.656347 0.23 0.19 0.00 -0.03
C -3.741732 -0.699745 -4.842691 -0.41 0.16 0.04 -0.19
C 0.405292 2.094697 0.594766 -0.45 -0.17 0.24 -0.14
C -0.794968 1.484636 -1.419178 -0.25 0.38 -0.08 -0.24
C 0.342735 2.042175 -0.783443 -0.08 -0.14 0.14 -0.07
C -0.849012 4.339101 -6.655850 0.15 -0.43 0.54 -0.12
C 1.834488 2.909161 3.680871 -0.12 -0.26 0.04 -0.08
C -0.821466 3.052574 -6.101047 -0.10 0.29 0.39 -0.01
C 3.623494 -0.383601 1.195872 0.08 0.31 0.14 -0.36
C -0.526576 4.100852 -3.941755 -0.14 0.13 -0.44 -0.01
C 2.661993 -3.249232 1.102954 -0.09 -0.37 0.29 -0.36
C -2.710415 0.210996 6.207854 0.10 0.00 -0.25 -0.04
C -2.432657 -0.315620 3.464430 0.18 0.06 0.26 -0.08
C -3.715634 -3.273683 -1.002532 -0.08 0.06 0.37 -0.15
C 2.736291 -1.578314 -1.371813 0.34 -0.12 -0.40 -0.35
C -3.274622 -1.105356 4.254603 0.15 0.04 -0.08 -0.05
C -0.265806 -3.107156 -2.640028 0.77 0.87 -0.35 -0.53
C -1.902128 1.309308 0.721239 0.29 0.02 0.01 -0.12
C -1.739734 0.761373 4.045467 -0.32 -0.25 0.27 -0.31
C -0.785465 1.153584 -2.816867 0.28 -0.15 0.05 -0.30
C 5.080482 -0.846665 1.278426 0.39 -0.15 -0.03 -0.11
C -0.552968 5.338629 -4.594291 0.06 -0.88 0.01 -0.13
C 2.752996 0.519947 4.807447 -0.07 0.08 -0.09 -0.07
C -1.356321 3.566239 3.357908 0.00 0.37 0.15 -0.14
H 3.797420 3.687143 4.088519 -0.18 -0.26 0.07 0.12
H -3.148372 -0.133758 -2.791565 -0.38 -0.09 -0.32 0.02
H 5.676801 -0.066500 1.768500 -0.18 -0.21 -0.11 0.09
H 0.779233 -0.265920 4.405671 0.20 0.28 0.02 0.11
H 4.620210 1.565207 5.109197 -0.28 0.03 -0.09 0.12
H 1.693464 -3.744387 0.923507 0.25 0.26 -0.01 0.09
H 1.470415 3.844489 3.249985 0.19 -0.21 0.16 0.11
H 1.168349 2.407848 -1.397464 -0.26 -0.07 0.20 0.13
H 2.833846 -0.272487 -3.093098 0.01 -0.05 0.32 0.10
H -2.298817 -0.550749 2.407984 -0.13 0.02 0.34 0.08
H 3.505791 0.468064 -1.636549 -0.19 -0.21 -0.10 0.08
H 1.277894 2.524950 1.094742 -0.21 -0.26 -0.18 0.11
H -3.580248 -4.299263 -1.372665 -0.03 0.32 0.05 0.08
H 0.773346 -4.989674 -2.544135 -0.06 0.05 0.04 0.07
H -0.923246 4.238200 2.604822 -0.12 -0.15 0.22 0.07
H 3.816597 -5.066772 1.063534 -0.04 0.23 -0.13 0.10
H 0.033978 -2.673648 -1.674078 0.05 -0.01 -0.27 0.00
H -0.379840 4.062707 -2.863210 -0.14 -0.08 -0.21 0.10
H -2.446790 3.526913 3.227205 0.31 0.03 -0.01 0.08
H -2.898594 1.052818 -1.175491 0.28 -0.07 0.24 0.12
H 3.106169 -0.410809 5.252355 -0.09 0.27 -0.06 0.12
H -0.904239 2.171864 -6.738478 -0.06 0.19 0.23 0.11
H -1.632828 -2.888211 -0.682135 -0.23 0.17 -0.15 0.04
H -3.777098 0.382654 -5.016231 0.14 -0.18 -0.01 0.08
H -4.346056 -1.446962 -2.889967 0.67 -0.29 -0.08 0.07
H -4.064504 -1.471495 6.230489 0.18 0.17 -0.19 0.12
H -1.336483 1.846101 5.881425 -0.20 -0.28 -0.05 0.12
H -0.724935 -5.064480 -3.473320 0.03 0.10 0.14 0.08
H 1.963228 -2.217030 -1.825998 0.24 0.09 0.35 0.06
H -0.445393 6.261602 -4.022192 -0.01 -0.16 -0.26 0.11
H -1.121246 3.934953 4.365185 -0.12 -0.07 -0.23 0.08
H -3.916724 -3.330933 0.074664 -0.15 -0.02 -0.17 0.07
H -4.596444 -2.843746 -1.492606 0.13 -0.21 0.16 0.06
H 0.435524 -2.761590 -3.420982 -0.18 -0.19 0.17 -0.01
H 3.706890 -2.060336 -1.575669 -0.18 0.05 0.14 0.11
H -3.822136 -1.930166 3.794027 0.19 0.25 0.17 0.12
H -2.809209 0.415555 7.272610 0.01 -0.07 -0.26 0.12
H 1.739941 0.314126 -1.832372 0.26 -0.23 -0.02 0.03
H -0.778116 -5.019038 -1.698666 -0.03 0.08 -0.13 0.07
H -0.986270 4.474462 -7.732014 0.10 0.03 0.36 0.12
H -2.565797 -1.400139 -0.882745 -0.11 -0.23 0.09 0.05
H -2.811586 1.182626 1.310051 0.24 -0.07 -0.21 0.12
H 3.666087 -4.310508 -0.527898 0.02 0.06 0.25 0.08
H -3.014381 -1.145039 -5.534703 -0.16 0.01 0.05 0.03
H 3.559139 0.546312 0.611267 -0.16 -0.26 0.09 0.09
H 5.189398 -1.769492 1.863195 -0.03 0.28 -0.11 0.08
H 2.754278 -3.144226 2.195306 -0.05 0.10 -0.25 0.11
H -4.730800 -1.090379 -5.113711 0.35 0.00 -0.10 0.09
H 5.523707 -1.013003 0.286390 -0.15 0.02 0.24 0.09
H 4.787770 -3.643315 0.682172 -0.26 -0.10 -0.06 0.07
H 3.229655 -0.146147 2.195530 -0.03 -0.20 -0.24 0.07
```
Positions in Å, forces in eV/Å.

Short version: total energy = -4839.746705 -5345.040765 a.u., in the order given.
Short version: max |F| = 1.7 3.6 eV/Å, in the order given.